Below is one molecule with the formula C5H11N, with properties calculated with ωB97M-V with the def2-TZVPD basis set.

Computed properties:
- 2S+1 = 1
- orbital gap (eV) = 8.8
- charge = 0
- SMILES = CC(C)=C(C)N
- energy above the lowest of the compared OMol25 structures with the same formula, charge and spin (eV) = 0.4353
- largest force on an atom (eV Å⁻¹) = 1.5

Each line ends with the Mulliken charge.
Element x y z (Å)
C 0.00720 -1.66092 -1.06081  -1.489
N -0.68530 -0.86144 1.73675  -0.602
C -0.18737 0.06640 0.77807  0.631
C 0.08649 -0.25682 -0.49331  0.700
C 0.67904 0.75917 -1.46170  -1.443
C -0.02129 1.47776 1.28494  -1.429
H -0.19187 -1.58360 -2.12781  0.360
H 0.96786 -2.16277 -0.93415  0.250
H -0.78447 -2.19809 -0.54981  0.463
H -1.07646 -1.68962 1.28683  0.230
H -1.42108 -0.39869 2.27466  0.220
H 1.05280 1.66387 -0.99575  0.369
H 1.50327 0.29816 -2.00606  0.373
H -0.10296 1.04915 -2.16888  0.282
H -0.53751 2.25940 0.75129  0.337
H 1.05013 1.68409 1.35242  0.324
H -0.33850 1.55396 2.33331  0.424